An isolated ion of composition C2H6N2O2 and charge -2 at a distorted geometry. Source: the OMol25 dataset; level of theory: the ωB97M-V functional and the def2-TZVPD basis.

Calculated values
* SMILES: CN([O-])N(C)[O-]
* energy relative to the best compared isomer or geometry (same formula, charge and spin): 51.65 kcal/mol
* LUMO: 7.8 eV

ORCA input file:
```
! RIJCOSX wB97M-V def2-TZVPD def2/J DEFGRID3
* xyz -2 1
C 1.34855 0.57392 -0.41627
N 0.73489 0.04042 0.94661
O 1.26233 -1.15986 1.24255
N -0.73837 -0.02701 0.94729
C -1.36116 -0.52438 -0.30392
O -1.37307 1.14262 1.25319
H 1.26163 -0.13626 -1.28612
H 1.11900 1.65489 -0.68770
H 2.44497 0.63064 -0.18866
H -1.21549 0.01072 -1.19197
H -0.95591 -1.51100 -0.26941
H -2.52738 -0.69470 -0.04557
*
```